{"formula": "C72H186N24O12P6", "method": "ωB97M-V with the def2-TZVPD basis set", "homo_energy_ev": -7.9569, "energy_ha": -7119.74975, "symbols": ["C", "N", "C", "P", "O", "N", "C", "C", "N", "C", "C", "H", "H", "H", "H", "H", "H", "H", "H", "H", "H", "H", "H", "H", "H", "H", "H", "H", "H", "C", "N", "C", "P", "O", "N", "C", "C", "N", "C", "C", "H", "H", "H", "H", "H", "H", "H", "H", "H", "H", "H", "H", "H", "H", "H", "H", "H", "H", "C", "N", "C", "P", "O", "N", "C", "C", "N", "C", "C", "H", "H", "H", "H", "H", "H", "H", "H", "H", "H", "H", "H", "H", "H", "H", "H", "H", "H", "C", "N", "C", "P", "O", "N", "C", "C", "N", "C", "C", "H", "H", "H", "H", "H", "H", "H", "H", "H", "H", "H", "H", "H", "H", "H", "H", "H", "H", "C", "N", "C", "P", "O", "N", "C", "C", "N", "C", "C", "H", "H", "H", "H", "H", "H", "H", "H", "H", "H", "H", "H", "H", "H", "H", "H", "H", "H", "C", "N", "C", "P", "O", "N", "C", "C", "N", "C", "C", "H", "H", "H", "H", "H", "H", "H", "H", "H", "H", "H", "H", "H", "H", "H", "H", "H", "H", "C", "C", "C", "C", "C", "C", "C", "C", "C", "N", "O", "H", "H", "H", "H", "H", "H", "H", "H", "H", "H", "H", "H", "H", "H", "H", "H", "H", "H", "H", "C", "C", "C", "C", "C", "C", "C", "C", "C", "N", "O", "H", "H", "H", "H", "H", "H", "H", "H", "H", "H", "H", "H", "H", "H", "H", "H", "H", "H", "H", "C", "C", "C", "C", "C", "C", "C", "C", "C", "N", "O", "H", "H", "H", "H", "H", "H", "H", "H", "H", "H", "H", "H", "H", "H", "H", "H", "H", "H", "H", "C", "N", "C", "C", "O", "H", "H", "H", "H", "H", "H", "H", "C", "N", "C", "C", "O", "H", "H", "H", "H", "H", "H", "H", "C", "N", "C", "C", "O", "H", "H", "H", "H", "H", "H", "H"], "positions_angstrom": [[-2.4077, 6.5153, -5.6795], [-3.2477, 7.2775, -4.8045], [-4.2299, 6.4139, -4.0625], [-2.5176, 8.4755, -3.7920], [-1.9348, 7.9086, -2.4953], [-1.4780, 9.4428, -4.7939], [-0.1318, 9.8833, -4.2225], [-1.8113, 10.0981, -6.0779], [-3.8803, 9.4280, -3.4391], [-4.9735, 9.6984, -4.3985], [-4.2571, 9.5259, -2.0263], [-1.7373, 7.1252, -6.2851], [-3.1006, 5.9609, -6.3125], [-1.7329, 5.8902, -5.0948], [-4.7860, 7.1148, -3.4399], [-3.7296, 5.5943, -3.5467], [-4.9935, 6.1199, -4.7826], [-0.1014, 10.9728, -4.2336], [-0.0138, 9.5143, -3.2037], [0.7011, 9.3975, -4.7308], [-2.6206, 10.7907, -5.8467], [-0.9865, 10.5450, -6.6330], [-2.1222, 9.3351, -6.7915], [-4.6193, 9.8189, -5.4223], [-5.6807, 8.8740, -4.3073], [-5.4512, 10.6684, -4.2610], [-3.3994, 9.5925, -1.3569], [-4.9048, 8.6861, -1.7748], [-4.7739, 10.4752, -1.8859], [2.5927, -3.0620, 8.7604], [3.1189, -4.0349, 7.7311], [4.5169, -3.8518, 7.2297], [2.4544, -5.6561, 7.7726], [3.1629, -6.7010, 6.9939], [2.3555, -6.0404, 9.4414], [3.5428, -5.7376, 10.2518], [1.7955, -7.2570, 9.8725], [0.8382, -5.4117, 7.3515], [-0.2377, -4.8150, 8.1417], [0.5544, -5.5705, 5.8799], [2.8141, -2.0290, 8.4919], [2.9905, -3.1933, 9.7666], [1.5028, -3.0764, 8.7627], [4.5168, -3.8752, 6.1400], [5.1984, -4.5511, 7.7141], [4.9161, -2.8891, 7.5492], [4.1713, -4.9740, 9.7935], [3.2355, -5.5290, 11.2766], [4.2040, -6.5786, 10.4609], [2.2016, -8.0816, 9.2866], [1.8644, -7.4509, 10.9429], [0.7193, -7.1733, 9.7206], [-0.4644, -3.8720, 7.6444], [-1.1031, -5.4584, 8.3006], [0.1534, -4.6620, 9.1476], [1.4733, -5.6838, 5.3046], [0.0306, -4.6518, 5.6162], [-0.0282, -6.4709, 5.6847], [2.4002, 8.0151, 3.8578], [3.2391, 8.0634, 2.6942], [3.7001, 6.7908, 2.1772], [3.8509, 9.5003, 1.9538], [4.2270, 9.5213, 0.5715], [2.7341, 10.7933, 2.2974], [1.4442, 10.9748, 1.6028], [3.1317, 12.0142, 3.0848], [5.3311, 9.7770, 2.9095], [5.4819, 9.3491, 4.3327], [6.3252, 10.7229, 2.3966], [1.5137, 7.4238, 3.6285], [2.4433, 8.9542, 4.4095], [2.8552, 7.4399, 4.6642], [4.4448, 6.7963, 1.3813], [2.8745, 6.1446, 1.8790], [4.0711, 6.1209, 2.9528], [0.7832, 11.7235, 2.0396], [1.6451, 11.2320, 0.5628], [0.7400, 10.1502, 1.4923], [4.1744, 12.2712, 2.8981], [2.4447, 12.8538, 2.9798], [3.0382, 11.6852, 4.1198], [4.6480, 8.8932, 4.8664], [6.3078, 8.6459, 4.4394], [5.7424, 10.3107, 4.7750], [7.2757, 10.6224, 2.9206], [5.9960, 11.7498, 2.2379], [6.6742, 10.4945, 1.3895], [-5.4539, 5.4981, 2.5972], [-4.9633, 5.9927, 3.8939], [-4.3488, 7.2723, 3.8892], [-4.7473, 4.9699, 5.3049], [-4.8817, 3.4978, 5.0119], [-3.2516, 5.3239, 6.1179], [-3.0437, 6.5735, 6.9489], [-2.7073, 4.2056, 6.7406], [-5.9598, 5.4512, 6.3279], [-5.9739, 4.7806, 7.7109], [-6.4012, 6.8881, 6.4061], [-5.9904, 4.5634, 2.7605], [-4.5684, 5.3019, 1.9926], [-6.1459, 6.1654, 2.0834], [-4.2860, 7.7678, 4.8581], [-4.7848, 8.0339, 3.2427], [-3.2866, 7.2588, 3.6452], [-3.6276, 6.4586, 7.8621], [-1.9933, 6.8428, 7.0590], [-3.5539, 7.4021, 6.4577], [-2.8881, 3.1908, 6.3860], [-1.6219, 4.2736, 6.8147], [-3.0049, 3.9869, 7.7661], [-6.9137, 4.8635, 8.2568], [-5.6560, 3.7447, 7.5925], [-5.1899, 5.3020, 8.2600], [-7.0843, 7.0927, 7.2305], [-6.9140, 7.0822, 5.4641], [-5.5339, 7.5331, 6.2651], [-5.8512, -1.5200, 9.2265], [-7.1195, -1.7917, 8.4503], [-6.9133, -2.0361, 6.9714], [-8.6992, -1.9919, 9.1057], [-8.7539, -1.3323, 10.4593], [-9.9521, -1.5949, 8.0835], [-9.8911, -0.4286, 7.1551], [-11.2460, -1.8612, 8.7177], [-8.7909, -3.7075, 9.0819], [-7.9256, -4.5705, 9.9239], [-9.2307, -4.5294, 7.9030], [-6.1985, -0.8934, 10.0479], [-5.2506, -0.9557, 8.5130], [-5.3155, -2.3521, 9.6836], [-5.8564, -2.1537, 6.7321], [-7.2073, -1.1196, 6.4598], [-7.4098, -2.8925, 6.5153], [-9.1910, -0.4846, 6.3215], [-10.8241, -0.1485, 6.6660], [-9.5049, 0.3790, 7.7769], [-11.4849, -1.3560, 9.6536], [-12.1495, -1.8665, 8.1080], [-11.0946, -2.8639, 9.1172], [-8.4096, -5.5051, 10.2077], [-7.0067, -4.8595, 9.4139], [-7.5804, -4.0292, 10.8048], [-8.4963, -4.7775, 7.1368], [-9.9168, -3.8918, 7.3454], [-9.6659, -5.3416, 8.4852], [8.2190, 6.4523, -2.8488], [8.6897, 5.3730, -3.7523], [10.1071, 5.1163, -3.5553], [7.8298, 4.2211, -4.6715], [8.6952, 3.3672, -5.5185], [6.8419, 3.4037, -3.5292], [5.6048, 2.7208, -3.9086], [7.3718, 3.0419, -2.1729], [6.7421, 5.2524, -5.5863], [7.1675, 5.7710, -6.9121], [5.5143, 5.8420, -4.9985], [7.1452, 6.5416, -3.0135], [8.6983, 7.3939, -3.1166], [8.4973, 6.3111, -1.8044], [10.6165, 5.2879, -4.5035], [10.3419, 4.0591, -3.4311], [10.5118, 5.7005, -2.7289], [4.7262, 3.0154, -3.3347], [5.2737, 3.0599, -4.8901], [5.7279, 1.6378, -3.9023], [7.2369, 3.8593, -1.4645], [6.7933, 2.2064, -1.7786], [8.4446, 2.8556, -2.2220], [7.2288, 5.0776, -7.7509], [6.4911, 6.5958, -7.1367], [8.1182, 6.2906, -6.7926], [5.2975, 5.4397, -4.0090], [4.6562, 5.6590, -5.6452], [5.5814, 6.9290, -4.9526], [-0.1272, -1.1413, 2.3887], [-1.0539, -1.3957, 1.1409], [-2.2384, -2.2041, 1.6488], [-1.5671, 0.0028, 0.8316], [-0.5984, 0.7973, 0.0235], [-0.1039, -0.0282, -1.2084], [0.5949, -1.4039, -0.9033], [0.6723, -2.2619, -2.1653], [1.9203, -1.0071, -0.3200], [-0.2885, -2.0812, 0.0626], [0.1152, -3.3931, 0.4144], [0.5908, -0.3288, 2.2771], [-0.7434, -0.9553, 3.2684], [0.4464, -2.0604, 2.5083], [-2.6514, -1.5845, 2.4447], [-3.0930, -2.4843, 1.0329], [-2.0253, -3.2182, 1.9869], [-2.5400, -0.1710, 0.3719], [-1.8417, 0.7708, 1.5547], [-1.0794, 1.6887, -0.3793], [0.1374, 1.1482, 0.7471], [0.5903, 0.6006, -1.7659], [-0.9142, -0.1345, -1.9296], [1.3455, -3.0918, -1.9504], [1.0260, -1.7471, -3.0587], [-0.2192, -2.8700, -2.3188], [2.6748, -0.8879, -1.0975], [2.2918, -1.7834, 0.3489], [2.0434, -0.0735, 0.2290], [-0.6543, -3.9320, 0.2167], [-5.4691, -6.3223, -3.4974], [-5.0923, -7.6562, -2.7917], [-5.8385, -8.8829, -3.5156], [-3.5437, -7.8380, -2.9040], [-3.0520, -9.1037, -2.2654], [-3.4254, -9.0719, -0.7866], [-4.9128, -8.7611, -0.4927], [-5.7605, -9.9920, -0.5028], [-4.9099, -8.1839, 0.8922], [-5.3324, -7.6784, -1.3634], [-6.5681, -7.0979, -1.0697], [-5.1858, -6.2923, -4.5495], [-6.5493, -6.1765, -3.5054], [-5.0050, -5.4537, -3.0302], [-5.0457, -9.6166, -3.6620], [-6.7716, -9.2132, -3.0592], [-6.1833, -8.7315, -4.5385], [-3.2364, -7.8655, -3.9494], [-2.9306, -6.9789, -2.6318], [-3.3006, -10.0943, -2.6463], [-1.9669, -9.0428, -2.3482], [-2.7473, -8.5208, -0.1351], [-3.1771, -10.0795, -0.4531], [-6.7851, -9.6528, -0.3506], [-5.4623, -10.6477, 0.3153], [-5.6624, -10.5630, -1.4261], [-4.3068, -7.2766, 0.9278], [-4.5099, -8.8600, 1.6479], [-5.8250, -8.0262, 1.4629], [-6.2763, -6.2165, -0.8257], [7.2196, -8.9048, -9.0003], [5.6771, -9.0874, -8.7020], [4.8173, -8.8875, -9.9426], [5.5502, -10.5692, -8.1514], [4.1964, -10.9159, -7.6802], [3.7924, -9.9245, -6.5409], [3.8584, -8.4089, -7.0004], [2.6499, -8.0772, -7.8821], [3.8077, -7.6718, -5.6400], [5.1864, -8.1598, -7.6550], [5.3793, -6.8427, -8.0276], [7.7096, -7.9939, -8.6564], [7.8679, -9.5852, -8.4480], [7.3674, -9.1037, -10.0617], [5.4413, -9.1825, -10.7862], [4.0887, -9.6742, -10.1389], [4.6247, -7.8556, -10.2362], [6.0125, -11.3004, -8.8145], [6.1102, -10.7655, -7.2370], [3.5896, -10.9187, -8.5857], [4.1691, -11.9319, -7.2863], [4.4248, -10.0831, -5.6674], [2.7991, -10.1209, -6.1372], [2.3275, -7.0372, -7.8301], [1.7912, -8.6666, -7.5608], [2.8690, -8.2735, -8.9317], [4.6922, -7.7041, -5.0037], [3.0250, -8.1131, -5.0230], [3.5254, -6.6226, -5.7260], [6.1865, -6.6703, -7.5374], [-5.1317, -1.0946, -6.0185], [-6.0569, -0.5924, -4.9772], [-7.3974, -0.5007, -5.4631], [-5.5872, -0.5120, -3.7769], [-6.4219, -0.4717, -2.8266], [-5.1730, -0.6526, -7.0140], [-5.2133, -2.1757, -6.1317], [-4.1020, -0.8922, -5.7239], [-7.7323, 0.4717, -5.8243], [-7.5853, -1.1848, -6.2905], [-8.2148, -0.7679, -4.7934], [-4.5053, -0.6925, -3.6818], [7.5363, -3.6198, -2.9731], [8.5257, -3.7360, -4.0123], [9.3038, -2.5654, -4.2947], [9.0422, -4.9307, -4.3381], [9.9346, -4.9999, -5.1080], [6.8560, -2.7700, -3.0272], [8.1124, -3.4749, -2.0592], [6.9883, -4.5445, -2.7921], [9.7301, -2.6974, -5.2891], [8.8236, -1.5884, -4.2389], [10.1895, -2.5402, -3.6600], [8.5215, -5.7591, -3.8333], [6.2216, -1.1329, -7.4382], [5.0122, -0.7165, -8.1469], [3.9809, -1.7117, -8.3184], [4.9382, 0.5228, -8.7565], [4.0498, 0.8680, -9.5874], [6.0450, -1.3772, -6.3907], [7.0104, -0.3946, -7.5828], [6.6963, -2.0122, -7.8737], [4.0747, -2.3871, -9.1688], [3.9845, -2.4200, -7.4899], [3.0765, -1.1125, -8.2129], [5.6691, 1.1843, -8.2664]], "forces_ev_per_a": [[0.351, -0.138, -0.046], [0.205, 1.340, 1.165], [0.321, 1.880, -1.072], [-0.353, -0.253, 0.408], [-0.462, 1.539, -2.700], [1.613, -0.915, 1.253], [-1.453, -1.044, 0.093], [-0.891, -1.258, 0.684], [0.733, 0.339, -0.066], [0.902, -0.202, 0.255], [-0.081, 0.545, -0.504], [-0.318, 0.260, -0.109], [0.487, -0.387, -0.212], [-0.055, -0.691, -0.133], [0.246, -0.466, 0.689], [-0.291, 0.038, 0.149], [0.250, -0.652, -0.133], [0.277, -0.089, -0.079], [-0.419, 0.201, 0.130], [-0.047, 0.373, -0.560], [0.090, 0.354, -0.699], [0.314, 0.327, 0.875], [-0.624, -0.030, 0.014], [0.237, -0.712, 0.037], [-0.470, 0.206, -0.420], [-0.111, -0.051, 0.806], [0.049, -0.479, -0.278], [-0.122, 0.019, 0.482], [-0.374, -0.061, -0.008], [0.202, -0.279, -1.165], [-0.004, -0.752, 0.683], [-0.779, 0.165, 0.954], [-0.740, 1.088, 1.316], [-0.243, 1.135, -0.179], [1.851, 2.262, -0.089], [0.221, -0.121, 0.119], [-1.840, -1.094, -0.537], [0.746, -1.484, -0.964], [1.349, -0.271, 0.115], [0.206, 0.281, 1.471], [0.378, -0.079, -0.427], [-0.082, -0.312, 0.058], [0.155, -0.349, 0.182], [0.266, -0.330, 0.156], [0.071, -0.419, -0.536], [-0.402, 0.287, -0.074], [-0.246, 0.153, 0.334], [-0.199, 0.854, -0.027], [0.075, -0.607, -0.767], [-0.097, -0.449, 0.252], [0.565, 0.247, -0.001], [-0.243, -0.529, -0.297], [-0.605, 0.160, 0.371], [-0.179, -0.079, -0.596], [-0.029, 0.331, -0.032], [0.029, 0.233, 0.173], [-0.122, -0.182, -0.565], [-0.310, 0.148, 0.057], [1.085, -0.626, 0.598], [1.184, 1.733, -1.748], [-0.409, -1.245, 0.393], [0.314, 1.200, 4.954], [0.300, -0.870, -2.654], [-0.129, -0.208, 0.599], [0.193, -0.364, -1.121], [0.140, -2.068, 0.476], [-2.578, -0.793, -1.004], [0.655, 1.333, -1.012], [0.372, -0.684, -0.812], [-0.787, 0.943, 0.228], [-1.376, 0.468, -0.768], [0.635, -0.815, -0.091], [-0.218, 0.613, 0.043], [-0.536, 0.360, -0.741], [0.720, 0.468, 0.629], [0.611, 0.329, 0.307], [-0.095, 0.436, -0.153], [0.598, -0.863, 0.532], [-0.267, 0.319, -0.052], [0.170, -0.187, -0.569], [0.278, 0.483, 0.400], [-0.332, 0.314, -0.636], [0.205, 0.050, -0.075], [0.103, -0.352, 1.032], [-0.290, 0.405, 0.670], [-0.050, 0.273, 0.847], [-0.497, -0.668, -0.293], [0.658, -0.812, 0.868], [-0.533, -0.966, 2.006], [1.424, 1.301, 0.257], [-0.538, -0.801, -1.475], [0.579, 2.046, 0.226], [-1.430, 1.815, -1.267], [-1.648, -0.799, -1.357], [2.019, -2.711, 1.777], [-1.579, 0.566, 2.197], [1.314, 0.786, -1.658], [0.523, -1.150, -1.989], [0.180, -0.049, -0.006], [-0.226, -0.063, -0.520], [0.179, 0.403, 0.281], [-0.565, -0.216, 0.078], [-0.497, -0.390, -0.267], [0.339, -0.297, -0.549], [0.705, 0.013, 0.537], [-0.081, -0.425, 0.207], [0.431, -0.014, -0.059], [-0.308, 0.505, -1.299], [0.292, 0.187, -0.152], [-0.451, 0.849, 0.711], [-0.105, 0.048, -0.513], [-0.295, 0.000, 0.009], [-0.127, -0.194, 0.614], [0.506, -0.078, 0.080], [-0.528, 0.006, 0.092], [-0.231, 0.416, 1.165], [-2.344, 0.949, -0.429], [-0.125, -0.376, -1.373], [0.163, 0.842, 0.968], [2.618, -1.010, 1.597], [0.067, -1.202, -1.564], [-0.389, 0.692, -1.791], [0.959, 0.448, 1.028], [0.152, -1.411, 1.162], [0.031, -0.670, -0.186], [0.250, 1.415, -0.087], [-0.498, 2.005, 1.359], [0.423, 0.237, 0.045], [0.409, 0.002, 0.485], [-0.189, -0.473, -0.500], [0.080, -0.113, 0.376], [-0.109, -0.159, -0.341], [-0.327, -0.020, 0.430], [0.163, -0.778, 0.181], [-0.311, -0.371, 0.658], [-0.376, 0.693, -0.339], [0.338, 1.003, -0.188], [0.527, 0.163, -0.593], [-0.585, -0.412, -0.186], [-0.365, 0.171, 0.098], [0.133, -0.001, -0.429], [-0.347, -0.023, 0.174], [0.635, -0.474, 0.567], [-0.622, -0.487, 0.185], [-0.347, -0.623, -1.316], [-0.473, -0.641, -1.404], [0.425, -0.668, 0.801], [0.459, -0.750, -1.106], [-1.826, 1.970, 0.419], [-0.253, 0.733, 0.479], [0.144, 0.484, -0.018], [0.122, 0.575, -0.622], [-0.265, 0.957, -1.025], [0.232, -1.805, 0.807], [-0.019, 0.761, 1.328], [0.594, -0.231, -0.776], [0.044, 0.231, 0.498], [-0.056, 0.111, -0.330], [-0.325, -0.528, 0.121], [0.446, 0.667, 0.139], [-0.200, -0.182, 0.614], [0.013, -0.034, -0.199], [0.208, -0.086, 0.806], [0.487, -0.275, -0.369], [-0.125, -0.076, -0.033], [-0.096, 0.196, 0.005], [0.319, -0.206, -0.215], [-0.091, -0.410, 0.057], [-0.190, -0.251, 0.340], [-0.266, -0.226, -0.300], [0.380, -0.247, -0.153], [0.180, 0.018, -0.100], [-0.139, -0.301, -0.054], [0.236, 0.177, 0.285], [0.045, -1.218, -0.294], [1.596, 0.523, 2.219], [-0.527, -0.823, 0.291], [-1.414, 0.227, -1.847], [0.072, -0.678, -1.701], [0.278, 0.424, 0.171], [-1.975, 1.773, 0.631], [0.665, -1.109, 0.725], [2.075, -0.691, 0.206], [-1.890, 0.779, -0.813], [0.440, 0.670, 0.360], [-0.178, 0.063, -0.260], [0.144, -0.006, 0.052], [0.108, -0.019, 0.479], [-0.108, -0.436, 0.277], [0.118, 0.935, -1.055], [0.766, 0.211, 0.761], [-0.024, 0.329, -0.926], [0.102, -1.159, 1.543], [-0.036, 0.121, 0.081], [0.653, -0.092, -0.540], [0.471, -0.128, 0.004], [-0.453, -0.325, 0.302], [0.672, 0.147, -0.092], [-0.193, 0.101, 0.111], [-0.563, 0.828, -0.266], [0.050, -0.237, -0.323], [0.090, -0.191, -0.024], [-0.917, 0.084, 0.112], [-0.080, -0.105, -0.185], [-0.434, -0.251, 0.613], [0.399, -0.826, -1.284], [0.800, 0.899, -0.618], [-0.675, -0.533, -2.129], [1.081, 0.779, 1.399], [0.353, -1.322, 0.043], [0.856, 0.534, 0.398], [-0.494, -0.553, -0.248], [0.143, 0.197, 2.257], [0.968, 1.354, -0.939], [-0.558, -0.322, 0.455], [0.322, -0.469, 0.051], [-0.025, 0.018, 0.227], [0.048, 0.000, 0.231], [-0.636, -0.685, 0.458], [0.519, -0.187, 0.691], [0.283, 0.843, -0.250], [-0.534, -0.264, -0.596], [-0.509, 0.185, 1.032], [-0.511, 0.413, -0.607], [0.228, -0.305, 0.145], [-0.132, 0.854, -0.473], [-0.559, -0.336, 0.411], [-0.205, -0.391, -0.093], [-0.100, 0.014, 0.081], [-0.179, 0.059, -0.022], [-0.109, 0.076, 0.000], [0.920, -0.478, -0.406], [-0.800, 0.502, -1.037], [-0.453, 0.221, 0.210], [-0.353, -0.029, 0.498], [0.072, -0.630, 1.067], [1.876, -1.231, -2.204], [1.167, 0.638, 0.609], [-1.327, 0.078, 0.228], [0.156, 0.109, -1.624], [0.929, -0.685, 0.935], [-0.159, 0.172, -0.073], [-0.626, 0.696, -0.046], [0.166, -2.480, 1.705], [-0.135, 0.800, -0.241], [-0.645, 0.671, -0.619], [-0.510, -0.733, 0.050], [0.285, 0.354, 0.096], [0.583, 0.023, -0.309], [-0.935, 0.729, 0.707], [-0.712, -0.096, 0.649], [-0.384, 0.169, -0.650], [0.937, 0.968, 0.044], [-0.966, 0.191, 0.439], [0.030, -0.102, -0.017], [0.518, 0.071, -0.219], [-0.240, 0.074, -0.386], [0.283, 0.158, 0.155], [-0.039, -0.099, -0.115], [-0.263, -0.153, 0.276], [0.371, -0.293, -0.514], [-0.235, -0.117, -0.093], [0.113, 0.135, -0.251], [0.057, 0.643, -0.086], [0.880, 0.119, 0.263], [1.185, -0.430, -5.291], [-2.170, -0.152, 0.078], [-3.289, -0.918, 4.661], [2.632, 0.591, -1.050], [-0.764, 0.316, 0.181], [-0.226, -0.078, 0.006], [0.002, -0.068, 0.283], [0.685, 0.395, -0.020], [0.602, -0.085, -0.136], [0.620, -0.113, 0.824], [-0.142, 0.410, 0.212], [0.693, -0.237, 1.458], [-1.846, 1.032, 0.466], [1.324, 0.112, -0.868], [-1.817, 0.691, 0.943], [2.514, -1.322, -1.744], [0.036, -0.125, -0.624], [-0.219, 0.238, 0.570], [-0.112, 0.020, -0.466], [-0.174, 0.233, -0.097], [-0.555, -0.430, 0.120], [0.062, 0.120, 0.382], [0.059, -0.317, -0.162], [0.342, 0.196, -0.572], [1.019, 0.160, -0.435], [-0.349, 0.216, 0.755], [-2.627, -0.468, -0.861], [2.702, -0.993, 2.484], [-0.089, 0.326, 0.087], [-0.219, 0.367, 0.496], [-0.431, -0.335, -0.297], [-0.183, 0.634, -0.575], [0.230, 0.270, 0.433], [-0.480, -0.668, -0.791], [0.113, 0.297, -0.685]], "mulliken_charge": [-1.013, 0.153, -0.938, 0.542, -0.861, 0.263, -1.095, -1.025, 0.112, -0.903, -0.984, 0.281, 0.364, 0.329, 0.124, 0.329, 0.409, 0.365, 0.364, 0.318, 0.308, 0.396, 0.290, 0.251, 0.325, 0.356, 0.262, 0.298, 0.381, -0.752, 0.073, -1.006, 0.428, -0.820, 0.325, -1.172, -1.165, 0.306, -1.196, -1.005, 0.400, 0.327, 0.168, 0.286, 0.330, 0.369, 0.317, 0.353, 0.363, 0.358, 0.440, 0.266, 0.404, 0.275, 0.407, 0.334, 0.312, 0.274, -1.257, 0.336, -1.113, 0.273, -0.837, 0.317, -1.081, -0.770, 0.206, -0.985, -1.048, 0.410, 0.301, 0.381, 0.313, 0.364, 0.361, 0.366, 0.351, 0.334, 0.147, 0.388, 0.265, 0.261, 0.268, 0.438, 0.436, 0.275, 0.299, -1.070, 0.430, -1.051, -0.024, -0.778, 0.244, -0.709, -1.091, 0.196, -0.930, -0.752, 0.318, 0.374, 0.323, 0.230, 0.326, 0.367, 0.237, 0.335, 0.156, 0.381, 0.362, 0.338, 0.350, 0.306, 0.282, 0.361, 0.267, 0.224, -1.092, 0.224, -1.057, 0.419, -0.837, 0.256, -0.985, -1.043, 0.145, -0.977, -1.096, 0.360, 0.480, 0.230, 0.457, 0.330, 0.227, 0.216, 0.329, 0.401, 0.342, 0.351, 0.342, 0.314, 0.340, 0.318, 0.190, 0.348, 0.469, -1.015, 0.249, -1.106, 0.470, -0.870, 0.232, -1.150, -0.973, 0.208, -1.056, -1.301, 0.279, 0.359, 0.383, 0.281, 0.321, 0.395, 0.386, 0.362, 0.379, 0.228, 0.419, 0.283, 0.230, 0.425, 0.338, 0.461, 0.363, 0.417, -1.827, 1.427, -1.895, -1.118, -0.713, -1.359, 1.778, -1.925, -1.840, 0.522, -0.469, 0.292, 0.444, 0.397, 0.421, 0.405, 0.459, 0.470, 0.337, 0.418, 0.276, 0.446, 0.369, 0.426, 0.376, 0.408, 0.478, 0.337, 0.315, 0.345, -2.158, 1.602, -1.557, -1.273, -0.701, -1.186, 1.865, -1.954, -2.107, 0.347, -0.479, 0.444, 0.420, 0.465, 0.281, 0.342, 0.377, 0.366, 0.433, 0.351, 0.350, 0.509, 0.341, 0.394, 0.465, 0.390, 0.485, 0.459, 0.376, 0.351, -1.470, 1.659, -2.075, -1.385, -0.736, -1.300, 1.604, -1.534, -1.875, 0.051, -0.373, 0.324, 0.399, 0.292, 0.513, 0.380, 0.448, 0.447, 0.438, 0.285, 0.420, 0.417, 0.530, 0.357, 0.334, 0.334, 0.432, 0.401, 0.344, 0.339, -1.068, 0.090, -0.950, 0.376, -0.685, 0.360, 0.363, 0.352, 0.295, 0.349, 0.349, 0.170, -0.892, 0.115, -0.994, 0.103, -0.556, 0.244, 0.391, 0.301, 0.310, 0.347, 0.346, 0.286, -1.065, 0.170, -0.986, 0.250, -0.621, 0.335, 0.355, 0.362, 0.290, 0.364, 0.338, 0.210]}